C12H32N2O5Ti | ωB97M-V/def2-TZVPD

Last column: natural (NBO) charge in e.
Geometry (Å):
Ti -5.74371 -12.77275 10.30664  0.856
C -3.03989 -13.43051 8.12598  -0.243
O -3.97894 -12.40554 8.46822  -0.605
C -3.86667 -11.24022 7.64798  -0.068
C -4.82649 -10.08941 8.20174  -0.239
N -6.19576 -10.55492 7.97085  -0.636
C -7.23091 -9.52351 8.22077  -0.259
C -7.57582 -9.47123 9.70908  -0.076
O -7.72477 -10.76942 10.32448  -0.590
C -9.02451 -11.40805 10.13087  -0.259
H -2.04936 -12.98478 8.03502  0.190
H -3.25110 -13.86392 7.14841  0.189
H -3.13332 -14.17358 8.91796  0.196
H -4.10952 -11.34450 6.59051  0.180
H -2.81978 -10.94392 7.71378  0.191
H -4.76968 -9.15944 7.63603  0.195
H -4.60630 -9.86712 9.24587  0.201
H -6.18079 -10.76324 6.98268  0.364
H -8.10723 -9.74655 7.61215  0.211
H -6.96676 -8.47992 8.04976  0.191
H -8.40402 -8.78663 9.89212  0.198
H -6.79589 -8.96623 10.27900  0.192
H -9.91078 -10.81345 10.35243  0.197
H -9.09583 -12.34053 10.69077  0.198
H -9.05854 -11.68856 9.07814  0.177
C -6.73750 -14.51922 14.06471  -0.256
O -5.43807 -13.98408 13.68540  -0.567
C -4.61224 -13.71983 14.82115  -0.074
C -3.50438 -12.73035 14.44947  -0.242
N -3.96590 -11.49051 13.85028  -0.625
C -4.60926 -10.64780 14.85563  -0.248
C -3.68011 -9.93154 15.88115  -0.084
O -3.78512 -10.65292 17.12001  -0.552
C -3.18838 -9.89019 18.17812  -0.255
H -7.33386 -14.84894 13.21398  0.183
H -7.26566 -13.67761 14.51289  0.180
H -6.67236 -15.40043 14.70291  0.188
H -4.17891 -14.64821 15.19325  0.184
H -5.14153 -13.30965 15.68121  0.176
H -2.89407 -13.22033 13.69082  0.192
H -2.85275 -12.63256 15.31776  0.193
H -3.22950 -10.96706 13.39880  0.360
H -5.43113 -11.24015 15.25782  0.212
H -4.98028 -9.76658 14.33228  0.191
H -3.91384 -8.87806 16.03493  0.180
H -2.65749 -10.08618 15.53701  0.165
H -2.19765 -9.69538 17.76749  0.163
H -3.10380 -10.42849 19.12214  0.203
H -3.63021 -8.91337 18.37488  0.171
O -7.91130 -15.14514 8.34843  -0.940
H -7.53883 -16.02677 8.33378  0.478
H -7.89807 -14.86379 7.43361  0.474

**Multiplicity**: 4
**ΔE to the lowest compared entry with this formula, charge and spin**: 330.5 kJ/mol
**Total charge**: +1

=====

CH5N3O | ωB97M-V/def2-TZVPD

Last column: natural (NBO) charge in e.
Geometry (Å):
N 0.80014 -0.33741 -0.98293  -0.672
N -0.42986 0.25012 -0.82884  -0.483
C -0.59904 0.48689 0.64044  0.750
N -0.18450 -0.45630 1.34998  -0.793
O -1.20622 1.27852 1.30642  -0.649
H 0.57984 -0.79670 -2.00043  0.337
H 1.62039 0.16101 -1.38265  0.350
H -0.56089 1.05678 -1.35264  0.355
H -0.44687 -0.44406 2.26702  0.401
H 0.42700 -1.19885 0.98365  0.402

**Multiplicity**: 1
**ΔE to the lowest compared entry with this formula, charge and spin**: 172.8 kJ/mol
**SMILES string**: NNC(N)=O
**Total charge**: 0